Entry 1:
Density functional theory data (wB97M-V/def2-TZVPD) for a structure of composition C27H54AsF7O27Rb in a non-equilibrium geometry.

As for the charge: -1. Its HOMO-LUMO gap is 6.18 eV. Its LUMO energy is 1.45 eV.

Geometry as XYZ:
```
117
Properties=species:S:1:pos:R:3:forces:R:3
Rb 20.93964 29.25613 22.63390 0.4211 0.2331 0.5505
As 17.94641 28.69713 25.20287 -0.5789 0.4606 1.5171
F 18.80049 29.94714 24.29617 -0.8463 -0.0079 -0.0701
F 17.45747 29.92215 26.49846 0.7025 -1.8164 -1.6560
F 17.24966 27.29132 26.06899 0.4966 1.5403 -0.6590
F 18.45956 27.54218 23.93786 -0.5475 0.9247 0.4811
F 19.50246 28.48412 26.01984 -0.9650 -0.3674 -0.2040
F 16.37628 29.09621 24.42389 1.6631 -0.6568 0.3318
F 22.60159 31.28977 24.50980 -0.7164 -0.8657 -0.7343
C 19.81078 24.96602 25.09745 -2.0907 2.2039 0.4217
O 20.90680 24.47962 24.42638 1.6558 -1.6112 -0.5560
C 21.56297 25.17053 23.51559 -1.2670 1.9813 0.6391
O 21.30250 26.27741 23.11571 -0.5000 0.7167 -0.0990
O 22.57929 24.49901 23.12872 3.9267 -2.4239 -1.1721
C 23.65665 25.10710 22.32478 -1.1998 0.8870 -0.0734
H 19.84299 26.04510 25.24794 0.6068 0.0860 0.2698
H 19.70095 24.48970 26.07170 0.1323 -0.2637 -0.3636
H 18.90561 24.93057 24.49123 -0.1461 -0.7384 0.0093
H 23.86656 26.10731 22.70377 -0.2266 0.0084 0.0234
H 23.33392 25.18458 21.28655 -0.2599 0.1110 0.0773
H 24.60882 24.57763 22.29103 -0.5685 -0.7725 0.7914
C 20.74244 31.31073 27.27875 -1.0692 -0.1105 -0.5614
O 21.11124 31.40200 28.68272 2.3288 1.1015 0.3255
C 22.32455 32.05043 29.03543 -0.3507 -0.5897 -1.5330
O 23.12583 32.60146 28.32243 -1.2132 -0.5272 0.4417
O 22.47466 31.93485 30.36658 -0.5969 -0.8440 0.0983
C 23.72184 32.22449 31.01904 -0.8912 1.0003 -0.4754
H 21.43405 30.91644 26.53423 0.9419 0.4205 0.4672
H 20.29755 32.22459 26.88500 0.6032 0.5175 0.3228
H 19.88572 30.64125 27.20171 0.0740 -0.2846 0.7650
H 24.19400 33.11324 30.60036 -0.0488 -0.0294 -0.2172
H 24.44403 31.40882 30.98412 -0.3508 -0.1967 0.0774
H 23.33777 32.48712 32.00474 0.6960 -0.3354 0.2631
C 27.17841 35.67091 22.08585 -0.6857 0.3019 1.3623
O 26.27174 35.03683 21.19669 0.2686 0.1431 -2.0357
C 25.41024 34.15716 21.68174 -0.0608 -2.9210 2.5230
O 25.33513 33.89325 22.86885 -0.1766 0.7828 -1.3657
O 24.80289 33.39675 20.71613 0.0436 1.4370 -0.3211
C 23.89008 32.37991 21.17313 0.0161 -1.2037 0.7739
H 26.58966 36.00982 22.93827 0.0528 0.5170 -0.0399
H 27.67949 36.48936 21.56899 -0.3251 -0.1699 -0.1449
H 27.92273 35.04484 22.57791 -0.0074 -0.6461 -0.6237
H 22.84776 32.63818 21.36013 0.4826 1.0558 0.5176
H 24.34293 31.86142 22.01823 -0.3652 0.4158 0.4285
H 23.72015 31.58677 20.44501 0.8165 0.3701 -0.9418
C 21.77239 37.16819 22.47281 0.3540 2.1529 0.5920
O 20.88722 36.15502 22.83455 -0.7452 1.9335 -1.9645
C 21.24167 35.02542 23.34704 2.2864 -3.0083 0.9846
O 22.28481 34.74757 23.93488 -2.6583 0.8240 -1.2634
O 20.20504 34.20950 23.00994 0.5093 0.2142 0.1858
C 19.99192 33.11997 23.87578 -0.0034 -0.7999 1.5277
H 22.81415 36.98340 22.21075 -0.0916 -0.9568 0.5623
H 21.69276 37.89890 23.27769 0.7200 0.0914 0.2290
H 21.40920 37.75781 21.63106 -0.6380 -0.6086 -0.3481
H 18.93648 32.84857 23.89792 -0.1212 0.3054 -0.3044
H 20.27082 33.45533 24.87471 -0.0187 -0.3239 0.1462
H 20.57479 32.21496 23.70455 0.5277 0.2641 -0.3275
C 18.91046 34.91681 20.08527 -0.1906 -0.4361 1.1233
O 19.32836 34.11126 18.95187 -5.2525 3.6959 -0.7362
C 20.31773 33.39390 19.01944 6.9005 -2.8902 2.0459
O 21.13831 33.39486 19.96401 -1.6668 -0.5886 -2.2750
O 20.45637 32.65851 17.86479 -0.8246 0.4642 0.9631
C 21.58797 31.82995 17.68029 0.9157 0.1922 -0.0892
H 18.05484 35.55481 19.86395 0.2111 -0.2777 -0.9093
H 19.67880 35.53691 20.54703 0.3913 -0.3322 -0.4739
H 18.56354 34.23884 20.86508 0.2301 -0.0885 0.0076
H 22.49793 32.42425 17.59727 -0.0112 0.2319 -0.0513
H 21.42518 31.32383 16.72874 -0.0781 0.0222 0.1104
H 21.81096 31.09944 18.45793 -0.6066 0.0241 0.3034
C 25.30937 28.83469 21.06370 0.9115 0.2872 -0.1405
O 25.05925 28.41002 19.71731 1.0413 -0.3745 -0.4629
C 23.84159 28.22687 19.24625 -1.0135 1.4262 1.7499
O 22.86550 28.61459 19.88239 0.2718 -1.1686 -1.6783
O 23.97191 27.67153 18.04028 -0.0684 -0.5314 -0.1551
C 22.87430 27.31662 17.17857 -0.3324 0.5666 0.4744
H 24.83732 29.76937 21.36641 -0.7176 -0.4964 -0.0681
H 26.36719 29.09735 21.05219 0.0826 -0.1830 -0.1036
H 25.22068 27.98677 21.74286 -0.5384 0.2486 0.0876
H 22.96224 27.93706 16.28671 -0.1698 0.0932 0.1261
H 21.92641 27.47271 17.69360 0.0100 0.1671 -0.0710
H 22.91688 26.27658 16.85516 0.4479 -0.0246 0.3819
C 17.30402 31.06675 21.31324 -0.1095 0.9245 2.8635
O 17.41618 30.77182 19.96977 0.6399 -1.3107 -2.5286
C 18.47870 30.06565 19.54620 2.9651 -0.3929 -1.0718
O 19.47642 29.69430 20.19976 -3.1806 0.8139 -1.4644
O 18.43953 29.92233 18.13012 -1.5829 1.0853 2.6814
C 19.36918 29.08102 17.45004 -0.0220 -0.3762 1.9354
H 16.93388 30.27378 21.96308 0.7936 -0.7627 -0.2833
H 16.52906 31.79315 21.55794 -0.2101 0.3947 -1.2203
H 18.20430 31.54699 21.69660 0.2687 -0.4998 0.1100
H 20.37966 29.41268 17.68887 0.0634 0.1984 -0.7138
H 19.03792 29.04466 16.41223 0.4014 0.1910 0.1674
H 19.30194 28.10489 17.93039 -0.0778 -0.3893 -0.3740
C 25.61333 28.26090 25.14161 -0.5388 1.1690 0.5911
O 24.59843 28.32548 26.17400 -0.0548 -0.6636 -0.3472
C 24.25594 29.53169 26.72911 1.1257 -0.4438 -0.8479
O 24.69373 30.57322 26.36917 0.1282 -0.0995 0.3387
O 23.48247 29.36462 27.79942 -0.7706 0.2542 1.1314
C 22.75868 28.18466 28.12422 -0.4753 -1.5029 -1.1900
H 26.53726 28.71413 25.50082 0.1951 -0.4548 0.3160
H 25.39066 28.89025 24.27997 -0.6276 -0.1172 -0.0699
H 25.69670 27.20868 24.86957 0.1090 0.1675 0.1394
H 23.24731 27.42520 28.73459 0.8765 0.5598 0.3125
H 22.52908 27.61634 27.22289 -0.0900 0.2399 -0.2582
H 21.79333 28.34544 28.60417 0.2313 1.0182 -0.0467
C 19.37985 25.79465 20.69544 0.7900 1.1324 1.3632
O 18.23407 25.68744 19.92700 -3.0964 -1.4085 0.3758
C 17.06428 25.47481 20.64742 -0.8727 0.8896 0.3048
O 16.88143 25.45106 21.86171 0.8956 -0.2919 -3.1226
O 16.07972 25.43692 19.67732 1.9945 -0.3405 0.3228
C 14.73778 25.27427 20.02385 -1.2569 1.2260 0.3054
H 20.14065 26.15316 20.00207 0.1719 -0.0544 0.3652
H 19.69153 24.91032 21.25123 -0.1298 -0.4297 -0.4759
H 19.14701 26.51633 21.47842 0.5906 0.3049 0.0747
H 14.46006 24.28364 20.38387 0.2277 0.1428 0.1484
H 14.12324 25.56106 19.17051 0.4067 -0.7051 -0.6597
H 14.40799 26.09629 20.65917 0.2822 -0.4184 1.0165
```
Positions in Å, forces in eV/Å.

=====

Entry 2:
Density functional theory data (wB97M-V/def2-TZVPD) for a cluster of 9 separate species, C27H54Br6O9 in total in a non-equilibrium geometry.

As for the charge: +1. Its HOMO-LUMO gap (alpha / beta) is 7.19 / 3.18 eV. As for the multiplicity: 2. Its LUMO energy (alpha / beta) is -4.61 / -8.61 eV. The expectation value of S² is 0.7566.

Geometry as XYZ:
```
96
Properties=species:S:1:pos:R:3:forces:R:3
C 10.34527 -14.93029 13.41278 0.4098 -1.3975 -0.0426
C 10.68125 -16.31656 14.03650 0.8298 0.5430 -0.8928
O 11.86462 -16.65142 13.94213 -1.0571 -0.1408 0.3180
C 9.64612 -17.24387 14.61938 -0.4846 0.4731 0.9324
H 11.25027 -14.68909 12.85521 -0.0608 0.3843 0.1052
H 10.13015 -14.15984 14.15320 -0.2870 -0.1217 -0.0954
H 9.56964 -15.04605 12.65575 -0.4117 0.1995 0.3463
H 10.11713 -17.97786 15.27322 0.0090 -0.1790 -0.4924
H 8.93557 -17.67687 13.91529 0.6627 -0.3651 -0.6459
H 8.89822 -16.75502 15.24369 0.3107 0.7665 0.2649
C 13.83886 -21.62612 8.87434 1.5812 0.1290 -0.0290
C 12.90860 -22.23956 9.85973 1.4327 -2.5924 0.3088
O 13.36158 -23.09680 10.61718 -0.9266 1.3632 -0.4685
C 11.47457 -21.96458 9.70289 -1.2744 -0.4005 0.5407
H 14.86308 -21.80766 9.20008 0.0936 0.4274 0.6647
H 13.69289 -20.56526 8.67094 -0.1997 -0.1346 -0.3851
H 13.92778 -22.23995 7.97801 -0.9580 0.2403 -0.4436
H 10.86847 -22.64399 10.30217 0.2434 0.1916 0.5026
H 11.11062 -22.19556 8.70175 0.3531 0.6475 -0.3413
H 11.29495 -20.93527 10.01332 -0.3881 0.1427 -0.3172
C 14.26381 -15.92871 11.64908 0.8794 0.3887 -0.5077
C 13.56661 -17.04560 10.81592 0.2403 1.2829 0.6045
O 12.65109 -16.79676 10.07554 0.2999 0.1637 0.1276
C 13.98288 -18.44259 11.05606 -0.3027 -1.2434 -0.0020
H 15.21677 -16.31785 12.00760 -0.5058 -0.5932 0.5008
H 13.57155 -15.55374 12.40292 -0.1568 -0.5194 0.1924
H 14.62999 -15.03844 11.13779 -0.8246 -0.0458 -0.9185
H 15.06886 -18.53480 11.04103 -0.0687 0.0847 -0.0618
H 13.45185 -19.16620 10.43759 0.2898 0.2475 -0.3721
H 13.62072 -18.68263 12.05573 0.0835 0.2995 0.5542
O 12.64151 -13.13234 10.90324 -0.5079 0.1103 -2.0038
C 13.09666 -12.58588 9.89491 0.7143 -1.8547 1.0421
O 12.86139 -12.87796 8.59248 -0.4188 0.3112 0.9840
C 11.82085 -13.79564 8.20527 0.0379 -0.7065 1.0810
C 10.43262 -13.23286 8.18195 -0.9661 0.1354 -1.4384
C 14.23226 -11.64704 10.07948 -0.5068 1.3454 -0.7242
H 11.72423 -14.62560 8.90523 0.9157 -0.1158 0.2667
H 12.14594 -14.18923 7.24221 -0.1074 0.1657 0.0777
H 10.18608 -12.42594 8.87202 0.3854 -0.0013 -0.1077
H 9.69752 -14.02267 8.33664 0.1451 -0.2090 0.4217
H 10.21656 -12.98250 7.14332 -0.1463 0.8680 0.1302
H 14.43967 -11.10653 9.15594 0.2761 -0.1475 0.0527
H 15.12938 -12.12677 10.47083 -0.2191 -0.0598 0.0062
H 13.83713 -10.91404 10.78282 0.4447 0.0681 0.2643
O 7.16921 -18.81742 9.56266 0.8922 0.0859 -0.3043
C 7.41549 -19.00309 10.72461 -1.6444 0.2009 -0.7743
O 8.46375 -18.51468 11.38622 0.3449 0.8102 1.1153
C 9.57394 -17.83741 10.78404 0.3842 -0.2379 -1.5291
C 9.42040 -16.55881 9.95439 -1.8412 -0.1449 0.0395
C 6.43405 -19.70016 11.63444 0.3065 -0.1914 -0.0448
H 9.95337 -18.55674 10.05829 0.7219 -0.2654 0.3231
H 10.24557 -17.60808 11.61133 0.0789 -0.5561 -0.0055
H 10.34415 -16.24144 9.47059 0.1498 -0.0208 0.6417
H 8.94173 -15.78963 10.56047 0.3883 0.3970 -0.0835
H 8.74269 -16.71170 9.11448 -0.1463 -0.2457 0.0657
H 6.22577 -19.01355 12.45498 -0.0375 -0.3877 0.2418
H 6.85222 -20.65189 11.96221 0.1340 0.1794 0.4610
H 5.51555 -19.96109 11.10872 0.1840 0.3813 -0.1494
O 17.18704 -23.01828 11.12440 0.3932 0.5767 0.2698
C 17.75352 -21.98481 11.41360 -1.6238 -0.4277 -0.8239
O 19.02387 -21.85197 11.66133 1.5943 0.5729 0.4471
C 19.76962 -23.06215 11.79778 0.5912 -0.8763 0.3364
C 19.58463 -23.64114 13.21030 -0.5452 0.0804 -0.5172
C 17.03262 -20.67015 11.52376 -0.4691 0.7074 -0.0418
H 20.83390 -22.89558 11.63145 -0.2129 0.7525 -0.1363
H 19.43244 -23.71634 10.99376 0.0014 -0.3111 0.3266
H 19.40355 -22.86063 13.94929 0.0847 0.2611 -0.1773
H 20.46838 -24.17515 13.55950 -0.1996 -0.2757 -0.2461
H 18.68334 -24.25346 13.18132 0.2252 -0.3089 0.3436
H 16.10930 -20.87348 12.06616 0.0298 0.1623 0.1787
H 16.73404 -20.24577 10.56519 0.0368 -0.5318 -0.4043
H 17.61630 -19.86174 11.96411 0.0949 -0.3409 0.4318
Br 15.23934 -17.36528 14.45911 0.0404 0.0832 -0.0281
C 16.35441 -18.36463 15.70826 0.0327 -0.7869 -0.1301
C 17.24240 -17.43194 16.45135 0.8770 0.0018 0.7032
Br 18.56126 -18.55688 17.49994 -0.9524 0.6932 -0.4750
H 16.91912 -19.10044 15.13573 -0.1451 0.1557 -0.0723
H 15.64623 -18.88049 16.35669 0.1717 0.0744 -0.0344
H 16.65335 -16.81070 17.12604 0.3610 -0.0909 0.1780
H 17.88782 -16.80962 15.83149 -0.2384 -0.1512 -0.0332
Br 12.91042 -10.46150 15.31548 0.4193 -1.4346 -0.8527
C 12.99907 -12.08123 14.10147 -0.8623 -0.8451 0.4146
C 13.05519 -13.48063 14.78131 -0.2254 0.4209 1.0421
Br 14.50077 -13.63239 16.14696 -0.6165 -0.0612 -0.8783
H 13.74578 -12.01744 13.30998 0.2164 0.5187 0.5086
H 12.02422 -12.01220 13.61877 0.0980 -0.0710 -0.1101
H 13.04348 -14.36682 14.14677 1.1393 0.4306 -0.7432
H 12.14386 -13.79023 15.29288 -0.0681 1.0264 0.6841
Br 11.19869 -20.12589 13.40502 1.0414 0.3154 0.5153
C 12.65685 -19.97327 14.79279 -1.0921 -1.4117 1.3538
C 12.05428 -20.45710 16.13775 0.6972 0.3761 0.3958
Br 13.70699 -20.71643 17.34465 -1.4137 0.1058 -0.7758
H 13.08284 -18.97790 14.91884 -0.3848 -0.0457 -0.5814
H 13.39939 -20.73963 14.57046 -0.0102 0.3705 -0.6142
H 11.46731 -21.37534 16.11744 0.7020 -0.2724 -0.2930
H 11.40110 -19.76478 16.66892 0.4375 0.4009 -0.1573
```
Positions in Å, forces in eV/Å.